Record 1
Formula: C7H26N7O5
Source: the OMol25 dataset
Level of theory: ωB97M-V/def2-TZVPD

```
45
C7H26N7O5 ωB97M-V/def2-TZVPD
O -1.485 0.137 2.493
O 0.609 0.079 0.729
O 1.180 3.006 -0.671
O -1.071 -2.210 0.113
O 1.975 -2.038 0.172
N -1.003 -4.366 0.803
N -2.551 0.038 4.488
N -3.011 1.733 3.003
N -2.311 -2.837 1.940
N -0.490 1.035 -1.529
N 2.617 -2.455 -1.966
N 3.838 -3.306 -0.233
C -1.492 -3.075 0.883
C 2.728 -2.632 -0.605
C 0.453 1.713 -2.489
C 1.485 4.240 -0.064
C 0.640 3.122 -1.977
C -2.312 0.613 3.296
C -0.165 1.673 -3.886
H 0.246 0.633 -0.080
H 1.447 1.263 -2.443
H -2.577 -1.875 2.071
H -3.265 0.328 5.126
H -0.150 -4.459 0.289
H -2.013 -0.788 4.684
H 1.424 4.171 1.017
H -0.305 3.680 -1.989
H 4.510 -3.732 -0.842
H -1.008 2.355 -4.003
H -1.467 -5.074 1.336
H -0.731 0.157 -1.976
H -1.294 1.647 -1.445
H 2.459 4.663 -0.336
H -2.191 -3.474 2.702
H 1.418 3.639 -2.552
H 1.838 -1.879 -2.230
H -3.803 2.003 3.559
H 3.101 -3.003 -2.648
H -0.187 -0.120 1.291
H -2.962 2.120 2.080
H 3.989 -3.587 0.723
H 1.027 -0.775 0.349
H 0.625 1.945 -4.592
H -0.558 0.690 -4.144
H 0.794 5.002 -0.448
```

Values from the calculation:
ΔE to the lowest compared entry with this formula, charge and spin: 0.0 kJ/mol
lowest unoccupied orbital energy: -0.0681 Eh
total charge: +1
spin multiplicity: 1
orbital gap: 0.384 Eh


Record 2
Formula: C7H28N14O7Tl
Source: the OMol25 dataset
Level of theory: ωB97M-V/def2-TZVPD

```
57
C7H28N14O7Tl ωB97M-V/def2-TZVPD
Tl 1.052 -0.649 -0.608
O -3.233 -1.103 -1.490
O 3.248 -4.079 0.764
O -2.107 0.719 2.196
O -0.919 2.704 -2.748
O 1.373 3.460 1.117
O 3.405 0.819 -4.086
O -1.205 -3.454 2.081
N 4.916 2.122 -4.988
N -5.166 -2.073 -2.162
N -4.878 -1.862 -0.197
N -1.340 -3.663 4.237
N -1.674 2.846 -4.859
N 4.662 -5.753 0.645
N -2.922 -4.550 3.009
N -1.600 4.604 -3.728
N 1.843 4.571 2.959
N 4.917 0.065 -5.656
N -3.667 1.406 3.645
N 1.207 5.668 1.201
N 4.777 -4.303 2.332
N -1.807 0.827 4.440
C -2.462 1.016 3.339
C 4.177 -4.690 1.234
C -4.369 -1.529 -1.311
C -1.386 3.309 -3.696
C 4.318 1.003 -4.945
C -1.825 -3.888 3.050
C 1.412 4.487 1.733
H -3.313 -4.719 3.924
H -4.192 1.662 2.820
H 5.811 0.241 -6.092
H 1.836 5.480 3.398
H -2.178 1.154 5.321
H 5.521 -4.884 2.692
H -1.706 5.066 -4.620
H 0.925 5.655 0.231
H 4.321 -3.619 2.917
H 1.999 3.694 3.436
H -5.865 -1.660 -0.267
H 4.478 -0.843 -5.705
H 5.570 -6.037 0.985
H -4.250 -1.596 0.549
H -0.808 0.715 4.344
H -1.601 1.876 -5.129
H 1.150 6.583 1.625
H 5.534 2.328 -5.760
H -1.989 -3.761 5.005
H 4.484 -5.742 -0.349
H 4.526 2.885 -4.455
H -1.749 3.625 -5.498
H -5.579 -2.920 -1.797
H -3.349 -4.839 2.140
H -1.123 5.113 -2.997
H -3.948 1.605 4.594
H -0.516 -3.080 4.253
H -4.730 -2.013 -3.071
```

Values from the calculation:
ΔE to the lowest compared entry with this formula, charge and spin: 746.4 kJ/mol
lowest unoccupied orbital energy: -0.5254 Eh
total charge: +3
spin multiplicity: 1
orbital gap: 0.065 Eh


Record 3
Formula: C7H28N15O10
Source: the OMol25 dataset
Level of theory: ωB97M-V/def2-TZVPD

```
60
C7H28N15O10 ωB97M-V/def2-TZVPD
O -22.448 23.279 -4.285
O -21.342 16.484 -5.617
O -21.003 12.971 -1.123
O -17.724 24.724 -1.742
O -14.501 20.268 -1.861
O -22.087 15.511 3.738
O -19.126 20.181 -0.431
O -17.895 20.152 4.307
O -19.809 18.159 -0.218
O -20.825 19.458 -1.602
N -18.755 22.713 -2.091
N -20.834 16.555 2.157
N -20.220 17.043 -3.711
N -16.690 20.163 -2.588
N -17.004 22.910 -0.588
N -18.757 18.846 2.649
N -20.276 15.141 -1.016
N -19.946 19.280 -0.741
N -22.251 18.022 -4.208
N -21.370 21.266 -4.204
N -22.143 14.697 1.607
N -16.127 19.305 -0.580
N -22.505 14.659 -1.337
N -22.149 22.204 -2.288
N -18.204 20.998 2.199
C -15.651 19.894 -1.732
C -21.232 14.169 -1.129
C -21.693 15.582 2.580
C -21.261 17.137 -4.581
C -17.845 23.535 -1.481
C -22.041 22.325 -3.647
C -18.267 20.036 3.155
H -19.530 16.323 -3.793
H -23.289 14.071 -1.133
H -18.325 20.693 1.252
H -16.993 21.912 -0.490
H -21.257 20.419 -3.689
H -20.112 17.719 -2.973
H -18.992 18.105 3.274
H -17.575 19.763 -2.353
H -20.447 16.614 1.232
H -18.923 21.775 -1.761
H -22.528 13.871 2.036
H -17.920 21.929 2.436
H -21.529 14.555 0.819
H -16.347 23.536 -0.162
H -18.866 18.741 1.652
H -20.583 16.086 -1.178
H -16.515 20.807 -3.336
H -21.100 21.407 -5.160
H -17.115 19.173 -0.448
H -15.441 18.936 0.052
H -19.411 23.201 -2.673
H -22.715 15.631 -1.473
H -21.872 21.296 -1.957
H -22.735 22.845 -1.792
H -19.349 15.023 -0.661
H -20.710 17.309 2.804
H -23.069 18.106 -4.774
H -22.009 18.570 -3.403
```

Values from the calculation:
ΔE to the lowest compared entry with this formula, charge and spin: 0.0 kJ/mol
lowest unoccupied orbital energy: 0.0747 Eh
total charge: -1
spin multiplicity: 1
orbital gap: 0.356 Eh


Record 4
Formula: C7H28O7
Source: the OMol25 dataset
Level of theory: ωB97M-V/def2-TZVPD

```
42
C7H28O7 ωB97M-V/def2-TZVPD
O 11.628 16.435 -24.218
O 11.464 19.567 -27.494
O 12.095 19.377 -18.825
O 11.548 14.646 -19.730
O 8.912 16.042 -24.558
O 14.882 20.070 -19.428
O 16.595 16.992 -24.415
C 12.470 14.563 -20.778
C 11.809 17.089 -22.953
C 15.320 16.332 -24.435
C 11.146 18.310 -19.021
C 14.652 19.806 -20.794
C 8.142 16.248 -23.426
C 10.736 18.367 -27.887
H 7.582 15.322 -23.294
H 11.727 17.390 -19.074
H 11.417 18.106 -22.967
H 11.639 20.154 -18.493
H 14.508 17.021 -24.204
H 13.111 13.682 -20.725
H 10.450 18.175 -18.193
H 10.607 18.373 -19.966
H 14.717 20.768 -21.304
H 8.760 16.358 -22.534
H 7.429 17.069 -23.499
H 15.080 15.885 -25.400
H 15.408 19.126 -21.187
H 14.055 19.774 -19.038
H 9.649 18.427 -27.835
H 11.204 19.894 -26.629
H 13.090 15.459 -20.792
H 11.081 17.603 -27.190
H 16.458 17.801 -24.913
H 13.634 19.482 -21.009
H 11.077 13.809 -19.705
H 12.862 17.177 -22.688
H 11.993 14.482 -21.754
H 11.007 17.877 -28.822
H 15.280 15.469 -23.769
H 10.702 16.447 -24.469
H 11.276 16.538 -22.178
H 8.311 16.014 -25.305
```

Values from the calculation:
ΔE to the lowest compared entry with this formula, charge and spin: 115.9 kJ/mol
lowest unoccupied orbital energy (spin up / spin down): 0.0968 / 0.0942 Eh
total charge: -1
spin multiplicity: 2
orbital gap (spin up / spin down): 0.074 / 0.356 Eh


Record 5
Formula: C7H28O7
Source: the OMol25 dataset
Level of theory: ωB97M-V/def2-TZVPD

```
42
C7H28O7 ωB97M-V/def2-TZVPD
O -8.995 -17.317 -15.350
O -0.027 -13.444 -20.072
O -5.124 -11.971 -23.653
O -2.934 -15.965 -22.337
O -5.865 -18.415 -19.062
O -4.610 -14.908 -15.614
O -5.334 -15.791 -18.172
C -3.570 -14.100 -15.062
C -1.383 -13.308 -20.498
C -4.686 -12.884 -22.652
C -4.804 -14.968 -19.195
C -7.217 -18.646 -18.716
C -7.602 -17.283 -15.052
C -3.988 -16.901 -22.529
H -9.447 -17.827 -14.673
H -3.812 -12.485 -22.132
H -7.388 -16.525 -14.294
H -5.004 -12.364 -24.519
H -7.278 -19.405 -17.929
H -1.665 -12.260 -20.614
H -3.613 -14.094 -13.968
H -7.237 -18.250 -14.691
H -5.193 -15.394 -17.300
H -3.775 -17.590 -23.349
H -3.728 -13.086 -15.411
H -7.795 -19.013 -19.570
H -5.606 -14.547 -19.810
H -4.208 -17.462 -21.616
H -2.200 -16.396 -21.891
H -1.996 -13.793 -19.745
H -2.587 -14.460 -15.371
H -7.086 -17.060 -15.983
H -5.721 -17.468 -18.970
H -4.420 -13.866 -23.050
H -1.566 -13.820 -21.450
H -4.579 -15.775 -15.201
H 0.551 -13.148 -20.779
H -4.214 -14.138 -18.798
H -4.885 -16.330 -22.771
H -7.694 -17.737 -18.340
H -5.486 -13.040 -21.924
H -4.163 -15.569 -19.844
```

Values from the calculation:
ΔE to the lowest compared entry with this formula, charge and spin: 338.3 kJ/mol
lowest unoccupied orbital energy: 0.0193 Eh
spin multiplicity: 1
orbital gap: 0.374 Eh


| no. | electronic energy (eV) |
| --- | --- |
| 1 | -28346.481 |
| 2 | -47571.974 |
| 3 | -50547.268 |
| 4 | -22041.098 |
| 5 | -22042.371 |